1.
C5H9BF2O8P | wB97M-V/def2-TZVPD

Atoms and positions in Å:
P: 1.393 -0.222 2.246
F: -2.275 2.742 1.274
F: -4.301 1.701 1.049
O: -2.577 1.809 -2.958
O: 1.929 -1.154 1.084
O: 0.379 -0.767 3.148
O: 2.762 0.140 2.996
O: -2.346 0.605 0.276
O: -1.490 -0.487 -1.479
O: 0.949 1.128 1.520
O: -3.191 2.471 -0.898
C: -2.649 1.648 -1.770
C: 1.180 -1.765 -1.194
C: 1.933 -0.518 -1.688
C: 0.889 -1.814 0.300
C: -2.093 0.440 -0.999
B: -3.057 1.908 0.484
H: -0.068 -1.338 0.501
H: 1.687 -2.676 -1.510
H: 2.913 -0.788 -2.080
H: 0.034 1.321 1.779
H: 1.383 -0.067 -2.511
H: 3.494 0.057 2.374
H: 2.067 0.228 -0.912
H: 0.208 -1.756 -1.674
H: 0.844 -2.844 0.643

Results
**Largest force on an atom**: 0.52 eV/A
**Total charge**: -1
**Orbital gap**: 0.350 Ha
**Lowest unoccupied orbital energy**: 2.8 eV

Löwdin analysis output, partial charges in e: P 0.305; F 0.141; F 0.153; O 0.121; O -0.206; O -0.236; O -0.100; O 0.205; O 0.111; O -0.088; O 0.210; C -0.417; C -0.220; C -0.085; C -0.191; C -0.395; B -1.049; H 0.099; H 0.098; H 0.061; H 0.083; H 0.071; H 0.076; H 0.057; H 0.074; H 0.120

2.
C27H35AsN4O6Pt | wB97M-V/def2-TZVPD

Atoms and positions in Å:
Pt: -1.162 0.592 -1.908
As: 0.738 -0.320 0.447
O: 1.638 0.778 -2.887
O: -1.896 2.391 0.267
O: 0.374 -1.864 -2.788
O: -2.863 0.059 0.523
O: 0.036 -0.345 -5.191
O: -4.857 3.531 -0.050
N: -0.755 -1.353 -2.283
N: 0.649 1.350 -2.355
N: -2.295 -0.468 -0.592
N: -1.064 2.213 -0.704
C: -0.755 -1.825 2.502
C: -2.945 1.275 -2.500
C: -2.478 -1.772 -0.823
C: 4.494 -1.890 1.569
C: -0.368 2.565 3.349
C: 2.007 1.708 2.132
C: 5.290 -1.624 0.449
C: 0.329 -3.151 0.777
C: 3.141 -1.530 1.578
C: -1.291 -2.995 3.051
C: 0.894 2.619 -1.857
C: 2.116 3.380 -2.252
C: -0.019 3.051 -0.895
C: -1.503 -3.734 -2.127
C: 0.796 1.078 1.828
C: 3.396 -0.620 -0.666
C: 0.847 3.171 3.684
C: -1.605 -2.285 -1.808
C: 4.740 -0.992 -0.670
C: 2.611 -0.885 0.460
C: 2.031 2.750 3.069
C: -1.031 -4.235 2.459
C: -0.391 1.533 2.409
C: -3.378 -2.534 0.070
C: -0.224 -4.315 1.319
C: 0.043 -1.909 1.358
C: 0.063 4.266 -0.048
H: -2.502 -4.188 -2.196
H: -2.579 1.079 0.524
H: -0.003 -5.284 0.858
H: -0.931 -0.858 2.967
H: 0.724 -1.150 -3.388
H: -1.905 -2.931 3.955
H: -0.914 4.757 0.091
H: -1.305 2.880 3.817
H: -2.114 0.676 -3.160
H: -3.913 3.273 0.076
H: 0.486 4.063 0.949
H: 6.342 -1.910 0.443
H: 2.950 -0.131 -1.531
H: 5.345 -0.781 -1.553
H: -1.446 -5.149 2.893
H: -3.752 -3.407 -0.455
H: -2.738 2.308 -2.812
H: 0.869 3.973 4.427
H: -5.348 2.698 -0.245
H: 2.924 1.368 1.648
H: -0.542 0.434 -5.353
H: 0.724 4.997 -0.519
H: -4.048 0.957 -2.503
H: -0.994 -3.846 -3.086
H: -2.863 -2.926 0.956
H: 1.924 4.475 -2.226
H: -0.941 -4.274 -1.350
H: -4.251 -1.967 0.414
H: 2.503 -1.752 2.436
H: 0.992 -3.196 -0.092
H: 2.419 3.095 -3.273
H: 2.984 3.223 3.324
H: 4.920 -2.381 2.443
H: -1.331 1.040 2.181
H: 2.961 3.170 -1.560

Results
**Largest force on an atom**: 7.45 eV/A
**Spin multiplicity**: 3
**Total charge**: 0
**Orbital gap (spin up / spin down)**: 0.228 / 0.179 Ha
**Lowest unoccupied orbital energy (spin up / spin down)**: -0.7 / -2.3 eV

Löwdin analysis output, partial charges in e: Pt 1.316; As 1.368; O -0.178; O -0.196; O -0.027; O -0.047; O 0.002; O -0.097; N -0.197; N -0.316; N -0.186; N -0.262; C -0.095; C -0.210; C -0.257; C -0.082; C -0.076; C -0.102; C -0.091; C -0.132; C -0.110; C -0.092; C -0.273; C -0.027; C -0.271; C 0.007; C -0.355; C -0.102; C -0.099; C -0.248; C -0.081; C -0.402; C -0.091; C -0.103; C -0.146; C 0.011; C -0.093; C -0.384; C 0.005; H 0.094; H 0.057; H 0.107; H 0.087; H 0.071; H 0.108; H 0.098; H 0.111; H -0.066; H 0.010; H 0.080; H 0.100; H 0.071; H 0.104; H 0.104; H 0.080; H 0.003; H 0.102; H 0.043; H 0.097; H 0.027; H 0.073; H 0.052; H 0.090; H 0.076; H 0.082; H 0.080; H 0.097; H 0.109; H 0.112; H 0.084; H 0.103; H 0.100; H 0.074; H 0.098

3.
C24H25ClCoN2O6S2 | wB97M-V/def2-TZVPD

Atoms and positions in Å:
Co: -0.363 -0.674 -0.674
Cl: -2.988 -4.246 -2.459
S: -0.155 2.521 -1.977
S: 2.941 -0.435 -0.590
O: -0.847 -2.071 -1.794
O: -2.241 -0.280 -0.119
O: -0.300 -0.767 1.231
O: -0.265 1.131 -1.387
O: 1.591 -0.948 -1.077
O: -0.272 -3.551 -0.234
N: -1.474 -0.724 1.798
N: -2.517 -0.451 1.102
C: 3.033 2.008 -1.875
C: 0.923 2.293 -3.404
C: 2.492 -2.540 2.782
C: 3.305 -1.882 3.694
C: -1.692 2.829 -2.799
C: -0.472 -0.656 3.994
C: -1.221 -4.366 -2.275
C: -3.298 4.410 -3.583
C: 3.996 -0.739 3.315
C: -0.565 -0.863 5.361
C: -1.576 -0.949 3.210
C: -2.443 1.769 -3.287
C: -1.740 -1.353 5.915
C: -4.058 3.362 -4.081
C: -2.757 -1.449 3.736
C: -2.106 4.147 -2.923
C: 3.876 -0.245 2.025
C: 2.361 -2.058 1.488
C: 2.769 1.362 -0.507
C: -3.638 2.046 -3.929
C: 3.039 -0.901 1.129
C: 2.200 1.522 -3.076
C: -0.737 -3.291 -1.326
C: -2.829 -1.644 5.105
H: -1.516 4.954 -2.505
H: -4.993 3.571 -4.584
H: 2.821 1.602 -3.969
H: 4.445 0.630 1.742
H: 1.785 1.569 -0.086
H: -3.739 -2.035 5.539
H: -4.244 1.233 -4.306
H: 1.130 3.305 -3.760
H: 2.925 3.089 -1.751
H: 0.435 -0.284 3.541
H: 1.951 -3.431 3.068
H: 1.712 -2.577 0.792
H: 3.412 -2.266 4.700
H: 1.950 0.467 -2.975
H: 4.640 -0.230 4.019
H: -3.638 5.430 -3.693
H: -0.781 -4.236 -3.259
H: -3.590 -1.683 3.089
H: 0.282 -0.638 5.994
H: 0.336 1.770 -4.161
H: -0.984 -5.341 -1.866
H: 4.084 1.840 -2.113
H: -1.805 -1.513 6.982
H: -2.114 0.746 -3.149
H: 3.523 1.706 0.201

Results
**Largest force on an atom**: 0.55 eV/A
**Spin multiplicity**: 5
**Total charge**: +1
**Orbital gap (spin up / spin down)**: 0.342 / 0.239 Ha
**Lowest unoccupied orbital energy (spin up / spin down)**: -2.4 / -5.1 eV

Löwdin analysis output, partial charges in e: Co 0.912; Cl 0.596; S 1.083; S 1.105; O -0.116; O -0.110; O -0.098; O -0.567; O -0.550; O 0.072; N -0.155; N 0.070; C -0.220; C -0.294; C -0.052; C -0.063; C -0.396; C -0.007; C -0.476; C -0.058; C -0.064; C -0.059; C -0.167; C -0.059; C -0.064; C -0.052; C -0.003; C -0.076; C -0.077; C -0.080; C -0.312; C -0.047; C -0.372; C -0.223; C -0.667; C -0.057; H 0.114; H 0.115; H 0.126; H 0.105; H 0.086; H 0.114; H 0.118; H 0.110; H 0.122; H 0.111; H 0.121; H 0.090; H 0.113; H 0.093; H 0.113; H 0.115; H 0.084; H 0.118; H 0.111; H 0.108; H 0.084; H 0.117; H 0.112; H 0.116; H 0.088

4.
C40H39N2O4PdSi | wB97M-V/def2-TZVPD

Atoms and positions in Å:
Pd: -0.073 1.106 0.385
Si: -1.643 -0.918 1.974
O: -1.272 2.891 -0.230
O: -1.951 4.894 -0.954
O: 5.169 5.111 -1.710
O: 4.354 5.924 -3.531
N: 4.231 5.390 -2.439
N: -1.499 -1.231 -0.865
C: -0.932 -3.346 3.337
C: -5.618 1.556 1.787
C: 2.878 5.055 -1.983
C: -3.233 0.092 2.014
C: 5.161 -0.036 -3.979
C: -2.692 -0.474 -1.292
C: -1.663 -1.964 0.383
C: -1.892 -3.106 -2.458
C: 3.779 -0.785 -2.150
C: 3.701 -0.189 1.173
C: 0.337 4.399 -1.142
C: 4.562 -1.024 1.868
C: -1.086 4.060 -0.696
C: 0.526 5.083 -2.339
C: 2.154 -2.000 0.915
C: -1.765 -2.223 3.350
C: 1.603 0.225 -0.087
C: -3.326 -2.545 -2.555
C: 2.722 4.398 -0.775
C: 3.340 1.324 -3.199
C: 4.226 -2.354 2.086
C: 1.799 5.399 -2.782
C: -3.308 -1.019 -2.584
C: 3.018 0.386 -2.213
C: -0.152 0.161 2.170
C: 1.882 0.678 -1.316
C: -3.216 1.478 1.860
C: -1.830 -4.125 5.428
C: -0.934 -2.023 -1.943
C: 4.402 1.123 -4.067
C: -4.394 2.206 1.736
C: 1.442 4.064 -0.367
C: 3.016 -2.837 1.608
C: -5.660 0.176 1.956
C: -2.625 -2.078 4.442
C: -4.480 -0.544 2.060
C: -2.662 -3.014 5.469
C: -0.961 -4.288 4.357
C: 2.489 -0.668 0.674
C: 4.838 -0.988 -3.022
H: -2.278 2.015 1.793
H: -1.856 -4.857 6.226
H: -3.835 -2.942 -3.436
H: 1.294 3.525 0.561
H: -0.301 0.941 2.925
H: -0.840 -2.684 0.471
H: 0.007 -2.463 -1.603
H: -2.743 -0.674 -3.456
H: -2.454 0.589 -1.401
H: 1.178 1.399 -1.748
H: 5.992 -0.198 -4.655
H: -3.444 -0.539 -0.503
H: 0.728 -0.417 2.448
H: 5.415 -1.904 -2.954
H: -6.538 2.119 1.687
H: 4.637 1.874 -4.812
H: -0.667 -1.342 -2.755
H: -1.544 -3.465 -3.431
H: -3.283 -1.217 4.492
H: 2.743 2.226 -3.275
H: 3.538 -1.543 -1.418
H: -2.583 -2.581 0.403
H: -3.339 -2.874 6.303
H: 2.740 -3.871 1.777
H: -6.614 -0.339 1.993
H: -0.346 5.367 -2.912
H: -3.911 -2.867 -1.688
H: -4.528 -1.624 2.171
H: -4.343 3.276 1.575
H: -0.229 -3.489 2.521
H: 1.967 5.913 -3.717
H: 4.898 -3.005 2.631
H: 3.965 0.848 0.996
H: -4.317 -0.616 -2.692
H: 1.208 -2.373 0.540
H: 5.502 -0.635 2.240
H: -0.301 -5.147 4.319
H: 3.591 4.142 -0.187
H: -1.872 -3.965 -1.783

Results
**Largest force on an atom**: 0.91 eV/A
**Total charge**: -1
**Orbital gap**: 0.251 Ha
**Lowest unoccupied orbital energy**: 1.9 eV

Löwdin analysis output, partial charges in e: Pd 0.789; Si 0.619; O -0.135; O 0.015; O 0.059; O 0.050; N -0.351; N -0.219; C -0.096; C -0.098; C -0.172; C -0.262; C -0.110; C -0.180; C -0.246; C -0.177; C -0.029; C -0.035; C -0.123; C -0.086; C -0.641; C -0.006; C -0.063; C -0.227; C -0.210; C -0.196; C 0.002; C -0.044; C -0.105; C -0.002; C -0.187; C -0.205; C -0.296; C -0.104; C -0.095; C -0.109; C -0.214; C -0.092; C -0.070; C -0.030; C -0.088; C -0.100; C -0.098; C -0.126; C -0.098; C -0.099; C -0.282; C -0.091; H 0.070; H 0.093; H 0.098; H 0.100; H 0.009; H 0.061; H 0.107; H 0.108; H 0.105; H 0.093; H 0.092; H 0.100; H -0.007; H 0.097; H 0.094; H 0.099; H 0.118; H 0.102; H 0.095; H 0.103; H 0.104; H 0.091; H 0.096; H 0.097; H 0.094; H 0.119; H 0.102; H 0.102; H 0.107; H 0.086; H 0.113; H 0.093; H 0.119; H 0.109; H 0.088; H 0.098; H 0.096; H 0.117; H 0.098